No. 1
A molecular structure, C21H24ClN6O3S2Tl. Source: the OMol25 dataset; level of theory: ωB97M-V/def2-TZVPD.

The charge is -2. The energy above the lowest of the compared OMol25 structures with the same formula, charge and spin is 11.3 kcal per mole.

Positions of all 58 atoms, in Å:
Tl1 0.12 -0.30 0.08
N1 4.20 2.27 0.33
C1 3.09 1.82 -0.36
S1 3.15 0.27 -1.05
N2 2.14 2.74 -0.46
N3 0.90 2.34 -0.69
C2 0.05 3.22 -1.09
C3 -1.36 2.91 -1.16
C4 -2.29 3.90 -1.52
C5 -3.64 3.60 -1.53
C6 -4.05 2.32 -1.17
C7 -3.07 1.40 -0.84
N4 -1.78 1.67 -0.84
H1 4.75 1.52 0.71
H2 3.99 3.00 0.98
H3 0.37 4.24 -1.33
H4 -1.95 4.89 -1.79
H5 -4.37 4.36 -1.79
H6 -5.10 2.05 -1.15
H7 -3.33 0.37 -0.58
C8 -2.67 -5.85 2.11
C9 -3.09 -5.90 0.64
N5 -3.33 -4.61 0.02
C10 -4.68 -4.09 0.03
C11 -5.09 -3.46 1.36
C12 -2.24 -3.83 -0.34
S2 -2.46 -2.32 -1.08
N6 -1.07 -4.42 -0.15
C13 0.05 -3.91 0.37
O1 0.16 -2.94 1.13
C14 1.29 -4.69 0.03
C15 1.27 -6.07 -0.12
C16 2.44 -6.77 -0.40
C17 3.64 -6.08 -0.55
C18 3.66 -4.70 -0.40
C19 2.50 -4.01 -0.10
H8 -2.32 -6.83 2.45
H9 -3.49 -5.53 2.75
H10 -1.85 -5.14 2.22
H11 -4.00 -6.50 0.53
H12 -2.29 -6.38 0.07
H13 -5.37 -4.90 -0.24
H14 -4.71 -3.33 -0.75
H15 -5.15 -4.20 2.16
H16 -6.08 -2.99 1.26
H17 -4.37 -2.69 1.63
H18 0.33 -6.60 -0.02
H19 2.42 -7.84 -0.51
H20 4.55 -6.62 -0.77
H21 4.59 -4.15 -0.50
H22 2.51 -2.93 0.04
Cl1 4.06 0.04 3.50
C20 2.47 -0.44 2.83
C21 1.30 0.45 3.36
O2 1.34 0.77 4.56
O3 0.41 0.70 2.50
H23 2.30 -1.47 3.14
H24 2.55 -0.39 1.75

Here are the Mulliken charges for atoms 1 to 2, given in e: 0.7898, -0.5362

No. 2
A gas-phase ion, C21H24ClNO3PS (charge +1). Source: the OMol25 dataset; level of theory: ωB97M-V/def2-TZVPD.

The charge is +1. Its SMILES is C=CCc1c[n+]([PH2]=S)c(C[C@H](C)OCc2ccccc2)c(C=C)c1C(=O)OCl.

Positions of all 52 atoms, in Å:
C1 3.79 3.79 0.73
C2 5.03 2.96 0.56
C3 5.19 1.40 1.13
C4 3.83 0.51 0.91
C5 3.13 -0.19 2.22
N1 1.85 -1.05 2.14
P1 1.31 -1.75 3.72
S1 2.78 -2.19 4.92
C6 1.11 -1.29 0.81
C7 -0.27 -2.22 0.72
C8 -1.56 -1.57 1.51
C9 -2.35 -2.81 2.24
O1 -2.40 -0.68 0.70
C10 -3.08 -1.39 -0.39
C11 -4.04 -0.25 -1.15
C12 -4.44 -0.30 -2.74
C13 -5.44 0.89 -3.33
C14 -6.03 2.13 -2.39
C15 -5.62 2.18 -0.80
C16 -4.62 0.98 -0.21
C17 1.69 -0.65 -0.62
C18 0.95 -0.90 -2.07
C19 0.80 0.09 -3.17
C20 3.10 0.24 -0.56
C21 3.84 0.90 -1.87
O2 4.96 0.28 -2.30
O3 3.41 2.11 -2.59
Cl1 4.79 2.51 -3.54
H1 3.50 4.38 1.70
H2 3.06 3.92 -0.20
H3 5.93 3.49 -0.01
H4 5.32 1.52 2.31
H5 6.18 0.90 0.75
H6 3.67 0.00 3.27
H7 0.60 -3.01 3.48
H8 0.33 -0.84 4.28
H9 -0.52 -2.57 -0.38
H10 0.00 -3.22 1.31
H11 -1.11 -0.90 2.38
H12 -3.31 -2.38 2.77
H13 -1.64 -3.26 3.08
H14 -2.68 -3.63 1.45
H15 -3.82 -2.24 -0.06
H16 -2.36 -1.79 -1.25
H17 -4.04 -1.18 -3.45
H18 -5.73 0.89 -4.48
H19 -6.72 2.99 -2.82
H20 -5.98 3.06 -0.09
H21 -4.36 1.08 0.95
H22 0.45 -1.97 -2.26
H23 0.67 1.26 -2.98
H24 0.85 -0.26 -4.30

Here are the Mulliken charges for atoms 1 to 2, given in e: -0.5663, -0.2257

No. 3
6 unconnected molecules or ions with the total composition C21H24F12O15. Source: the OMol25 dataset; level of theory: ωB97M-V/def2-TZVPD.

The charge is 0. Its SMILES is O=C1OC[C@@H](F)O1.O=C1OC[C@@H](F)O1.O=C1OC[C@@H](F)O1.CCOC(=O)C(F)(F)F.CCOC(=O)C(F)(F)F.CCOC(=O)C(F)(F)F.

Positions of all 72 atoms, in Å:
C1 -5.81 -3.37 0.33
C2 -4.60 -2.52 0.71
O1 -3.96 -2.21 -0.46
C3 -4.36 -3.09 -1.47
O2 -3.81 -3.24 -2.50
O3 -5.47 -3.71 -1.00
F1 -3.68 -3.31 1.48
H1 -6.62 -2.67 0.32
H2 -6.02 -4.26 0.93
H3 -4.66 -1.62 1.31
C4 -4.98 -0.79 5.78
C5 -5.55 -0.48 4.35
O4 -6.85 -0.12 4.65
C6 -7.21 -0.46 5.95
O5 -8.31 -0.35 6.40
O6 -6.16 -0.88 6.60
F2 -5.64 -1.65 3.58
H4 -4.43 0.09 6.14
H5 -4.31 -1.60 5.82
H6 -4.97 0.27 3.70
C7 5.70 -0.70 1.16
C8 6.21 0.50 1.94
O7 5.40 0.54 3.07
C9 4.42 -0.35 2.91
O8 3.60 -0.61 3.76
O9 4.50 -0.99 1.72
F3 5.87 1.64 1.24
H7 6.38 -1.52 1.23
H8 5.58 -0.47 0.10
H9 7.24 0.57 2.32
C10 0.37 -2.60 -5.86
C11 0.45 -1.79 -4.59
O10 1.43 -0.76 -4.92
C12 1.08 0.46 -4.50
O11 0.05 0.74 -4.02
C13 2.20 1.48 -4.91
F4 1.94 2.63 -4.23
F5 3.41 0.99 -4.65
F6 2.20 1.83 -6.20
H10 -0.22 -2.15 -6.63
H11 -0.10 -3.55 -5.62
H12 1.38 -2.80 -6.27
H13 0.79 -2.35 -3.72
H14 -0.47 -1.33 -4.37
C14 5.57 4.20 -2.66
C15 4.46 4.62 -1.76
O12 3.82 3.38 -1.44
C16 2.81 3.38 -0.65
O13 2.48 4.26 0.07
C17 2.19 1.98 -0.41
F7 3.10 1.06 -0.25
F8 1.40 2.01 0.63
F9 1.42 1.61 -1.51
H15 5.22 3.90 -3.64
H16 6.02 3.33 -2.29
H17 6.27 5.00 -2.84
H18 3.69 5.35 -2.13
H19 4.85 5.05 -0.86
C18 0.31 -1.84 0.54
C19 -0.69 -1.39 1.59
O14 -1.21 -0.11 1.14
C20 -1.82 0.65 1.97
O15 -2.13 0.39 3.10
C21 -2.29 1.96 1.34
F10 -2.63 2.77 2.32
F11 -1.38 2.66 0.63
F12 -3.32 1.71 0.45
H20 1.21 -1.25 0.61
H21 -0.08 -1.87 -0.50
H22 0.58 -2.84 0.78
H23 -0.28 -1.34 2.54
H24 -1.55 -2.10 1.61

Here are the Mulliken charges for atoms 1 to 2, given in e: -0.3383, 0.5648

No. 4
A single C21H24FN5O molecule. Source: the OMol25 dataset; level of theory: ωB97M-V/def2-TZVPD.

The charge is 0. Its SMILES is Cc1cc(C(=O)N[C@@H]2CC(C)(C)Cc3c2cnn3-c2cccc(F)c2)n(C)n1. The energy above the lowest of the compared OMol25 structures with the same formula, charge and spin is 1.2 kcal per mole.

Positions of all 52 atoms, in Å:
C1 -0.76 -1.98 2.91
C2 0.25 -2.02 1.82
N1 0.17 -2.90 0.83
N2 1.23 -2.70 0.06
C3 1.99 -1.67 0.49
C4 1.39 -1.22 1.66
H1 1.75 -0.47 2.33
C5 3.28 -1.31 -0.14
O1 4.20 -2.10 -0.21
N3 3.42 -0.05 -0.62
H2 4.35 0.14 -0.98
C6 2.41 0.97 -0.85
C7 1.11 0.36 -1.25
C8 -0.09 0.57 -0.61
N4 -1.02 -0.16 -1.27
N5 -0.48 -0.81 -2.31
C9 0.80 -0.51 -2.31
H3 1.46 -0.91 -3.06
C10 -2.38 -0.33 -1.00
C11 -2.88 -0.22 0.29
C12 -4.24 -0.41 0.48
C13 -5.11 -0.70 -0.55
C14 -4.58 -0.82 -1.83
C15 -3.23 -0.64 -2.06
H4 -2.82 -0.74 -3.05
H5 -5.24 -1.06 -2.65
H6 -6.16 -0.84 -0.35
F1 -4.73 -0.30 1.74
H7 -2.25 -0.04 1.14
C16 -0.27 1.54 0.50
H8 -0.22 1.02 1.46
H9 -1.24 2.03 0.43
C17 0.86 2.59 0.44
C18 0.67 3.50 -0.77
H10 1.49 4.20 -0.86
H11 0.60 2.92 -1.69
H12 -0.25 4.07 -0.67
C19 0.81 3.44 1.72
H13 1.57 4.21 1.69
H14 0.98 2.83 2.60
H15 -0.16 3.92 1.82
C20 2.22 1.88 0.38
H16 2.33 1.26 1.27
H17 3.02 2.62 0.40
H18 2.78 1.58 -1.69
C21 1.45 -3.53 -1.09
H19 1.10 -4.54 -0.86
H20 2.52 -3.56 -1.32
H21 0.90 -3.15 -1.96
H22 -0.42 -2.59 3.75
H23 -1.70 -2.38 2.56
H24 -0.89 -0.96 3.27

Here are the Mulliken charges for atoms 1 to 2, given in e: -1.4662, 0.6841

| no. | orbital gap (eV) |
| --- | --- |
| 1 | 6.3 |
| 2 | 5.1 |
| 3 | 11.5 |
| 4 | 9.1 |